A molecular structure, C45H44P2V. Source: OMol25; level of theory: ωB97M-V/def2-TZVPD.

Last column: Mulliken spin population.
Cartesian coordinates (Å):
C: -1.1607 -2.3373 -1.0446  -0.008
H: -1.1612 1.8997 5.4485  0.000
H: -4.0317 1.8057 2.6449  0.000
C: -1.5445 3.2780 3.0623  0.001
C: -2.4683 -2.7333 -1.3645  -0.003
C: -3.4035 1.0809 2.0871  0.006
H: -0.7082 -3.9267 1.9246  0.001
C: 2.8182 1.3058 -6.4868  -0.001
C: 1.1116 4.7992 -1.0041  0.000
H: -0.8067 2.0220 -3.0482  0.004
H: -1.6481 1.0761 0.8058  0.044
C: 0.6918 -2.5853 6.2006  -0.001
C: -0.5275 -2.4661 -3.9208  0.052
C: 3.3099 3.8864 -0.5179  -0.001
H: 1.3651 -0.8120 7.2333  0.000
C: 0.6547 3.5199 -1.3367  -0.001
C: -3.1111 -3.6205 -0.4972  0.002
C: -2.4474 -4.0740 0.6545  0.008
C: 1.0138 -1.0603 3.7693  0.063
H: 0.1555 -4.1905 4.8585  0.000
P: -0.1812 -1.5262 -2.3314  0.047
H: 1.8763 2.7222 4.1643  -0.001
C: 1.2101 -0.4890 5.0964  -0.005
P: 1.1780 0.8107 -2.0200  0.125
H: 3.0501 -1.4375 1.4955  0.041
C: 2.5559 2.1129 -4.2047  -0.005
H: -1.2549 -4.8264 -6.9662  0.000
H: -2.0059 -1.1604 -4.8341  0.000
H: -3.5161 3.0513 3.8521  0.000
C: 2.8701 2.6226 -0.8853  -0.035
C: -2.4146 1.7798 1.1693  -0.046
C: -1.4564 -2.0977 -4.9167  -0.006
C: 2.4389 4.9806 -0.5886  0.006
H: 1.7774 1.2775 6.1872  0.000
H: 2.7029 2.9319 -3.5050  0.003
H: 0.6186 -3.1919 7.1075  0.000
H: -2.8313 1.8655 5.8842  0.000
H: -4.1162 -3.9820 -0.7493  0.000
H: 0.4836 -5.4325 -5.2968  0.000
H: -2.9126 -4.8435 1.2730  0.000
C: 1.7271 -0.0452 -4.7840  -0.005
H: 3.5470 1.7673 -0.8729  -0.015
H: -2.3115 -0.2119 -2.8554  -0.005
H: 3.5602 -0.7264 -0.0156  0.004
H: -0.9229 3.3323 1.0506  0.001
H: 1.2215 -0.9861 -4.5629  -0.017
H: 0.6497 -2.7541 0.1204  0.045
C: -2.1629 1.8180 5.0020  0.000
H: -2.5179 -2.6876 -6.7163  0.000
C: -1.2510 -0.0925 -2.6330  -0.012
C: -1.7327 -2.9503 -5.9987  0.001
C: -1.0315 -4.1555 -6.1376  -0.001
C: 2.1439 0.1401 -6.1092  0.003
H: 0.9036 -3.9424 -3.3682  0.009
H: -2.9538 2.0495 0.2501  0.003
C: 1.6536 1.6632 4.0723  0.003
C: 2.8263 -1.4516 0.4113  -0.160
H: -0.3889 3.3893 -1.6383  0.001
H: 0.4830 -2.8638 2.7763  0.014
H: 3.5523 3.2000 -5.7806  0.000
V: 0.9363 -0.8117 -0.3421  2.779
C: 1.9269 0.9334 -3.7894  0.005
H: 0.4288 5.6492 -1.0866  0.000
C: 0.1753 -3.6608 -4.1070  0.026
H: -4.1330 0.4665 1.5021  0.000
C: 1.4446 1.1177 2.7720  0.139
C: 1.5468 2.4444 -1.3172  0.101
H: 1.5019 1.8170 1.9291  0.027
C: 1.0850 -1.2602 6.2720  0.002
C: -1.1647 -3.6039 0.9910  0.034
C: 1.1432 -0.2174 2.6583  -0.239
C: -2.4756 3.1107 4.2011  0.000
H: -2.9185 -0.9201 2.9482  -0.002
H: 4.3385 4.0221 -0.1918  0.000
C: -2.7088 0.1668 3.0726  -0.004
C: 0.6214 -2.4198 3.7535  -0.016
H: 3.1909 1.4374 -7.5089  0.000
H: -1.9846 -0.2839 4.9650  0.000
C: 0.4418 -3.1411 4.9197  0.000
H: 1.9623 -0.6294 -6.8625  0.000
C: 1.5475 0.8720 5.1972  0.005
H: 2.7940 5.9806 -0.3431  0.000
C: 3.0177 2.2879 -5.5180  0.002
H: -2.5121 3.9948 4.8838  0.000
H: -2.9478 -2.4216 -2.2965  0.000
H: 3.1742 -2.4339 0.0374  0.017
C: -0.0635 -4.4978 -5.1941  0.004
H: -0.6233 3.8038 3.3169  0.000
C: -2.2631 0.5197 4.2674  0.002
C: -1.6497 2.9114 1.7698  -0.004
C: -0.5537 1.0725 -2.5823  -0.028
C: -0.4483 -2.8341 0.0722  -0.012

Atoms 1-6, force components in eV/Å:
C 0.385 -1.430 -0.764
H -0.041 -0.063 -0.265
H 0.411 -0.386 -0.614
C 0.498 0.829 -1.265
C -0.169 -0.286 1.180
C -0.525 -0.559 0.147

Summary:
- LUMO (spin up / spin down): -0.4 / -0.4 eV
- Electronic energy: -3367.5482 hartree
- Multiplicity: 4
- Charge: 0
- HOMO-LUMO gap (spin up / spin down): 5.39 / 5.51 eV